No. 1
C16H11ClN4O3S2 in the gas phase in a non-equilibrium geometry, computed with wB97M-V/def2-TZVPD.

Computed properties:
- F_max (Eh/bohr) = 0.0369
- ΔE to the lowest compared entry with this formula, charge and spin (kJ/mol) = 0.00
- frontier orbital gap (eV) = 8.1
- HOMO energy (eV) = -8.68
- total charge = 0
- E_tot (Eh) = -2317.66185

Atoms and positions in Å:
O -1.635 -2.489 -1.752
C -1.121 -2.658 -0.675
C -0.033 -3.721 -0.511
S 1.157 -3.446 0.834
C 1.824 -1.940 0.307
N 1.402 -1.278 -0.721
N 2.061 -0.160 -0.925
C 3.000 0.087 -0.079
C 3.853 1.252 -0.117
C 3.676 2.212 -1.116
C 4.520 3.310 -1.122
N 5.482 3.498 -0.234
C 5.647 2.590 0.711
C 4.867 1.451 0.820
S 3.151 -1.175 1.155
N -1.453 -2.027 0.479
C -2.373 -0.996 0.673
C -2.476 -0.445 1.951
C -3.371 0.573 2.204
C -4.175 1.068 1.185
Cl -5.289 2.321 1.556
C -4.082 0.526 -0.100
C -4.908 1.036 -1.226
O -5.403 2.131 -1.296
O -5.047 0.127 -2.199
C -3.181 -0.507 -0.345
H 0.513 -3.802 -1.451
H -0.501 -4.682 -0.287
H 2.900 2.083 -1.852
H 4.422 4.080 -1.875
H 6.446 2.785 1.414
H 5.039 0.733 1.608
H -0.930 -2.290 1.307
H -1.851 -0.818 2.751
H -3.454 0.994 3.193
H -5.570 0.499 -2.927
H -3.108 -0.922 -1.336

***

No. 2
2 unconnected molecules or ions with the total composition C3H5N3, computed with wB97M-V/def2-TZVPD.

Computed properties:
- F_max (Eh/bohr) = 0.0191
- ΔE to the lowest compared entry with this formula, charge and spin (kJ/mol) = 608.08
- frontier orbital gap (alpha / beta) (eV) = 8.2 / 8.2
- HOMO energy (alpha / beta) (eV) = -7.11 / -7.11
- total charge = 0
- E_tot (Eh) = -281.35844

Atoms and positions in Å:
C 0.348 -1.259 -1.109
C -0.500 -0.352 -0.281
N 0.962 0.899 1.412
N 0.536 1.805 0.780
N -1.054 0.882 -0.248
C -1.074 -0.027 0.848
H 0.947 -1.994 -0.554
H -0.276 -1.814 -1.815
H 1.032 -0.640 -1.684
H 0.879 2.741 1.038
H -1.800 -0.242 1.614

***

No. 3
A molecular structure, C2HClIO2 in a non-equilibrium geometry, computed with wB97M-V/def2-TZVPD.

Computed properties:
- F_max (Eh/bohr) = 0.0547
- ΔE to the lowest compared entry with this formula, charge and spin (kJ/mol) = 0.00
- frontier orbital gap (eV) = 7.6
- HOMO energy (eV) = -4.64
- total charge = -1
- E_tot (Eh) = -985.23943

Atoms and positions in Å:
C -0.496 0.974 -0.340
C 0.165 -0.633 -0.002
O -1.659 0.857 -0.739
O 0.143 1.921 0.110
Cl -0.527 -1.099 1.585
I 2.341 -0.752 0.228
H 0.033 -1.269 -0.842

***

No. 4
A molecular structure, C59H44IN3O16S in a non-equilibrium geometry, computed with wB97M-V/def2-TZVPD.

Computed properties:
- F_max (Eh/bohr) = 0.0467
- frontier orbital gap (eV) = 6.9
- HOMO energy (eV) = -8.80
- total charge = 0
- E_tot (Eh) = -4338.37106

Atoms and positions in Å:
C 4.796 1.897 1.782
C 5.654 0.680 2.227
C 5.188 -0.608 1.460
I 6.157 -2.298 2.370
C 3.660 -0.671 1.557
C 3.078 -0.953 2.737
C 1.634 -0.968 2.838
C 0.898 -0.700 1.748
C -0.625 -0.657 1.806
C -0.989 0.815 2.075
N -1.598 1.566 1.258
C 1.482 -0.423 0.482
N 0.842 -0.164 -0.669
S 2.050 0.054 -1.719
N 3.406 -0.130 -0.842
C 2.913 -0.408 0.375
H 4.592 1.886 0.705
H 3.843 1.939 2.321
H 5.332 2.820 2.042
H 6.723 0.865 2.109
H 5.366 0.498 3.272
H 5.481 -0.444 0.419
H 3.702 -1.153 3.604
H 1.189 -1.178 3.811
H -1.066 -0.885 0.829
H -1.025 -1.274 2.616
H -0.646 1.233 3.031
H -1.798 0.994 0.428
C -0.789 3.027 -4.054
C 0.179 2.149 -4.300
C 0.881 2.127 -5.606
O 1.764 1.322 -5.832
C 0.467 3.119 -6.626
C -0.502 3.998 -6.381
C -1.204 4.019 -5.074
O -2.085 4.823 -4.854
H -1.314 3.059 -3.107
H 0.495 1.418 -3.564
H 0.992 3.085 -7.572
H -0.822 4.732 -7.111
C -0.547 -2.110 -6.378
C -0.293 -1.324 -5.335
C -1.129 -1.380 -4.110
O -0.906 -0.666 -3.155
C -2.254 -2.347 -4.092
C -2.507 -3.132 -5.135
C -1.672 -3.074 -6.359
O -1.902 -3.793 -7.312
H 0.051 -2.084 -7.281
H 0.527 -0.615 -5.331
H -2.851 -2.373 -3.188
H -3.323 -3.842 -5.142
C -0.298 -6.128 -8.355
C -1.205 -7.098 -8.446
C -0.850 -8.438 -8.971
O -1.675 -9.323 -9.056
C 0.558 -8.658 -9.389
C 1.465 -7.690 -9.299
C 1.107 -6.349 -8.773
O 1.935 -5.466 -8.688
H -0.541 -5.145 -7.976
H -2.235 -6.955 -8.145
H 0.798 -9.644 -9.769
H 2.496 -7.831 -9.599
C 0.191 -2.598 7.870
C -0.034 -2.002 6.703
C 0.411 -0.611 6.454
O 0.205 -0.064 5.386
C 1.116 0.092 7.550
C 1.342 -0.502 8.718
C 0.898 -1.895 8.970
O 1.105 -2.441 10.033
H -0.127 -3.613 8.070
H -0.547 -2.501 5.889
H 1.434 1.104 7.347
H 1.856 -0.003 9.530
C 0.376 -7.280 7.741
C 1.341 -8.156 7.475
C 2.011 -8.185 6.151
O 2.888 -8.983 5.906
C 1.564 -7.197 5.136
C 0.599 -6.321 5.404
C -0.069 -6.295 6.727
O -0.949 -5.493 6.973
H -0.125 -7.243 8.700
H 1.681 -8.883 8.202
H 2.065 -7.233 4.177
H 0.259 -5.594 4.677
C 2.326 4.304 8.240
C 2.315 5.604 7.957
C 3.340 6.207 7.069
O 3.331 7.390 6.812
C 4.375 5.304 6.508
C 4.386 4.004 6.792
C 3.362 3.403 7.679
O 3.370 2.216 7.936
H 1.588 3.845 8.886
H 1.567 6.277 8.356
H 5.113 5.762 5.862
H 5.133 3.330 6.393
C -7.502 0.480 0.458
C -6.481 -0.180 -0.081
C -5.109 0.383 -0.067
O -4.176 -0.218 -0.560
C -4.918 1.708 0.571
C -5.940 2.368 1.111
C -7.312 1.806 1.098
O -8.244 2.405 1.590
H -8.511 0.087 0.458
H -6.600 -1.149 -0.550
H -3.909 2.100 0.571
H -5.820 3.336 1.581
C -2.346 9.277 -7.426
C -2.981 10.274 -6.815
C -3.871 10.023 -5.655
O -4.451 10.933 -5.100
C -4.025 8.620 -5.201
C -3.391 7.621 -5.812
C -2.500 7.873 -6.972
O -1.917 6.967 -7.532
H -1.694 9.439 -8.274
H -2.881 11.304 -7.132
H -4.678 8.458 -4.353
H -3.490 6.592 -5.495